# 1
Computed, not measured: a molecular structure, H3N3OS3 in a non-equilibrium geometry, with the ωB97M-V functional and the def2-TZVPD basis.

```
10
H3N3OS3 | OMol25 | the ωB97M-V functional and the def2-TZVPD basis
N -1.66 -0.29 -0.05
N 0.35 -0.75 1.66
N 0.42 1.34 0.06
O 0.31 0.30 -2.19
S -1.19 -1.35 1.17
S 0.75 0.87 1.68
S -1.09 0.98 -0.70
H 0.98 -1.52 1.52
H 1.15 0.97 -0.58
H -0.04 -0.55 -2.56
```

Output
* frontier orbital gap (spin up / spin down): 0.290 / 0.290 Ha
* LUMO energy (spin up / spin down): -0.64 / -0.64 eV
* energy relative to the best compared isomer or geometry (same formula, charge and spin): 15.3 kcal/mol

These are the natural (NBO) partial charges, in e, on atoms 1 to 5: -0.9735, -0.9991, -1.0112, -1.0469, 0.6985

---

# 2
Computed, not measured: a molecular structure, C42H42BrCrN6O2STe, with the ωB97M-V functional and the def2-TZVPD basis.

```
96
C42H42BrCrN6O2STe | OMol25 | the ωB97M-V functional and the def2-TZVPD basis
Cr -0.41 -0.35 -0.22
Br 0.64 -0.27 6.98
C 0.11 -0.66 5.20
C 0.21 -1.98 4.73
C -0.12 -2.27 3.43
C -0.50 -1.26 2.53
O -0.70 -1.56 1.27
C -0.67 0.05 3.04
C -1.25 1.09 2.24
N -1.33 1.04 0.96
C -2.04 2.00 0.19
C -3.10 2.78 0.56
C -3.76 3.53 -0.42
C -3.40 3.41 -1.75
C -2.35 2.57 -2.15
C -2.11 2.27 -3.55
C -1.55 1.15 -4.01
C -1.06 0.00 -3.16
N -0.42 1.25 -1.27
C -1.61 1.96 -1.16
C -0.36 0.33 4.38
H 0.53 -2.76 5.40
H -0.06 -3.29 3.06
H -1.67 1.95 2.76
H -3.47 2.77 1.58
H -4.59 4.16 -0.14
H -3.97 3.95 -2.50
H -2.46 2.99 -4.28
H -1.45 1.02 -5.08
H -0.57 -0.70 -3.85
H -0.47 1.34 4.76
N 0.38 -2.25 -1.01
N 1.71 -2.51 -0.65
C 2.41 -1.65 0.13
N 3.61 -2.07 0.53
S 1.88 -0.11 0.54
H -0.25 -2.88 -0.52
H 0.30 -2.36 -2.01
H 2.04 -3.46 -0.75
H 4.00 -2.96 0.25
H 4.19 -1.44 1.06
C 7.38 3.13 -7.55
C 6.21 2.81 -6.67
C 5.38 3.82 -6.19
C 4.28 3.54 -5.38
C 3.43 4.68 -4.91
C 4.02 2.21 -5.02
Te 2.25 1.77 -3.93
N -0.02 0.37 -2.17
C -2.19 -0.73 -2.46
O -2.16 -0.84 -1.23
C -3.30 -1.31 -3.21
C -4.52 -1.50 -2.56
C -5.59 -2.06 -3.24
C -5.43 -2.47 -4.56
C -4.21 -2.30 -5.21
C -3.15 -1.70 -4.54
C 2.65 2.77 -2.10
C 3.73 2.36 -1.32
C 4.73 1.34 -1.80
C 3.89 2.90 -0.05
C 2.99 3.82 0.48
C 3.16 4.37 1.87
C 1.94 4.23 -0.33
C 1.75 3.73 -1.61
C 0.60 4.30 -2.39
C 4.86 1.18 -5.48
C 4.71 -0.27 -5.11
C 5.93 1.51 -6.30
H 7.32 4.14 -7.95
H 7.44 2.44 -8.39
H 8.32 3.05 -7.00
H 5.58 4.85 -6.47
H 3.81 5.63 -5.29
H 3.40 4.73 -3.82
H 2.39 4.56 -5.25
H -4.63 -1.20 -1.53
H -6.54 -2.19 -2.75
H -6.25 -2.91 -5.09
H -4.09 -2.62 -6.23
H -2.21 -1.57 -5.06
H 4.24 0.37 -1.93
H 5.54 1.24 -1.08
H 5.16 1.62 -2.76
H 4.73 2.58 0.55
H 4.01 3.92 2.37
H 2.27 4.17 2.47
H 3.31 5.45 1.85
H 1.24 4.96 0.05
H -0.29 4.38 -1.76
H 0.35 3.72 -3.28
H 0.85 5.31 -2.73
H 3.77 -0.48 -4.59
H 5.53 -0.57 -4.46
H 4.76 -0.90 -6.00
H 6.58 0.71 -6.65
```

Output
* frontier orbital gap (spin up / spin down): 0.226 / 0.216 Ha
* LUMO energy (spin up / spin down): -3.07 / -3.30 eV
* spin multiplicity: 3
* total charge: +1
* <S²>: 2.3996
* energy relative to the best compared isomer or geometry (same formula, charge and spin): 14.3 kcal/mol

These are the Löwdin partial charges, in e, on atoms 1 to 5: 0.6635, 0.7541, -0.6942, -0.1012, 0.0029

---

# 3
Computed, not measured: a molecular structure, C3H6ClO3S in a non-equilibrium geometry, with the ωB97M-V functional and the def2-TZVPD basis.

```
14
C3H6ClO3S | OMol25 | the ωB97M-V functional and the def2-TZVPD basis
C -0.05 0.20 1.31
C -0.11 0.06 -1.21
C 0.64 0.46 -0.03
O 2.15 -1.76 -0.01
O 2.96 0.09 1.38
O 3.16 0.21 -1.11
S 2.46 -0.35 0.06
Cl 1.21 2.12 -0.08
H 0.60 0.66 2.09
H -0.07 -0.93 1.51
H -1.11 0.65 1.26
H 0.03 0.72 -2.06
H -1.11 0.40 -1.04
H 0.00 -0.95 -1.41
```

Output
* frontier orbital gap: 0.318 Ha
* LUMO energy: 3.64 eV
* total charge: -1
* energy relative to the best compared isomer or geometry (same formula, charge and spin): 20.1 kcal/mol

These are the natural (NBO) partial charges, in e, on atoms 1 to 5: -0.6493, -0.6637, -0.2449, -1.0324, -1.0180

---

# 4
Computed, not measured: a molecular structure, C26H40BrNOP2Pd in a non-equilibrium geometry, with the ωB97M-V functional and the def2-TZVPD basis.

```
72
C26H40BrNOP2Pd | OMol25 | the ωB97M-V functional and the def2-TZVPD basis
N 4.80 -3.37 -1.56
C 3.77 -3.72 -0.80
C 2.45 -3.43 -1.17
C 2.20 -2.75 -2.38
C 3.32 -2.29 -3.13
C 4.59 -2.63 -2.66
C 0.84 -2.48 -2.81
Pd -0.55 1.52 -0.18
P -2.62 1.83 0.68
C 0.50 -1.52 -3.72
C -0.83 -0.91 -3.69
C -1.05 0.45 -4.03
C -2.20 1.14 -3.62
C -3.18 0.42 -2.94
C -3.04 -0.94 -2.65
C -1.90 -1.61 -3.09
Br -4.93 1.30 -2.59
H 0.06 -3.04 -2.27
H 1.28 -1.09 -4.38
H 1.62 -3.69 -0.52
H 3.20 -1.67 -4.03
H 3.98 -4.26 0.14
H 5.47 -2.29 -3.22
H -0.24 0.98 -4.54
H -1.81 -2.68 -2.90
H -2.27 2.23 -3.75
H -3.79 -1.45 -2.05
P 1.70 1.94 0.16
C -3.44 0.22 0.67
C -4.97 0.27 0.61
H -3.11 -0.36 1.55
H -3.07 -0.34 -0.21
H -5.36 -0.76 0.69
H -5.41 0.90 1.40
H -5.28 0.67 -0.37
C -3.13 3.19 -0.39
C -4.22 4.15 0.13
H -3.44 2.74 -1.35
H -2.23 3.78 -0.65
H -4.57 4.77 -0.71
H -5.06 3.60 0.58
H -3.80 4.82 0.89
C -2.38 2.41 2.39
C -3.70 2.60 3.14
H -1.80 3.35 2.37
H -1.76 1.65 2.90
H -3.46 3.00 4.13
H -4.36 3.31 2.61
H -4.23 1.64 3.25
C 2.18 1.74 1.91
C 1.23 2.48 2.84
H 3.23 2.08 2.05
H 2.17 0.66 2.10
H 1.78 2.95 3.65
H 0.66 3.26 2.32
H 0.50 1.79 3.29
C 1.76 3.70 -0.34
C 1.50 3.94 -1.84
H 2.75 4.10 -0.06
H 0.99 4.22 0.25
H 1.32 5.02 -2.02
H 2.35 3.64 -2.46
H 0.61 3.40 -2.20
C 2.95 1.04 -0.80
C 3.77 0.02 -0.01
H 3.62 1.79 -1.24
H 2.39 0.56 -1.63
H 4.63 -0.31 -0.60
H 4.15 0.44 0.93
H 3.17 -0.87 0.23
O -0.68 -1.24 1.18
C -0.47 -0.22 0.66
```

Output
* frontier orbital gap (spin up / spin down): 0.238 / 0.128 Ha
* LUMO energy (spin up / spin down): -6.71 / -9.66 eV
* spin multiplicity: 3
* total charge: +2
* <S²>: 2.0062

These are the Löwdin partial charges, in e, on atoms 1 to 5: 0.0658, -0.1343, -0.0282, -0.2302, -0.0164

---

# 5
Computed, not measured: a molecular structure, C45H44N2O4S2Sb2Ti, with the ωB97M-V functional and the def2-TZVPD basis.

```
100
C45H44N2O4S2Sb2Ti | OMol25 | the ωB97M-V functional and the def2-TZVPD basis
Ti 0.00 0.16 -0.09
C -1.10 -1.32 2.42
N -1.38 0.03 1.88
C -1.09 0.99 2.97
C -1.11 2.44 2.53
N 0.10 2.73 1.78
C 1.22 3.05 2.66
C 0.01 3.73 0.76
C -0.75 4.88 0.92
C -0.77 5.86 -0.07
C 0.00 5.68 -1.21
C 0.75 4.53 -1.37
C 0.77 3.52 -0.40
S 1.66 2.04 -0.67
C -2.76 0.18 1.45
C -3.78 -0.32 2.24
C -5.12 -0.17 1.89
C -5.43 0.51 0.72
C -4.41 1.01 -0.08
C -3.06 0.87 0.26
S -1.83 1.56 -0.77
H -0.03 -1.46 2.48
H -1.53 -2.07 1.75
H -1.50 -1.44 3.43
H -0.10 0.74 3.36
H -1.81 0.83 3.78
H -1.22 3.08 3.42
H -1.98 2.62 1.89
H 1.09 4.03 3.14
H 2.14 3.06 2.06
H 1.34 2.28 3.42
H -1.33 5.00 1.82
H -1.38 6.74 0.06
H -0.01 6.43 -1.99
H 1.32 4.37 -2.28
H -3.54 -0.85 3.16
H -5.90 -0.58 2.52
H -6.46 0.63 0.41
H -4.65 1.53 -1.00
C 4.49 0.17 0.84
C 4.85 -0.87 -0.20
C 3.69 -1.29 -1.12
Sb 2.19 -2.49 -0.15
C 3.64 -3.95 0.52
C 4.20 -3.87 1.79
C 5.19 -4.76 2.20
C 5.63 -5.76 1.33
C 5.08 -5.85 0.06
C 4.09 -4.95 -0.34
C 1.59 -3.66 -1.88
C 0.57 -4.59 -1.68
C 0.07 -5.33 -2.74
C 0.58 -5.15 -4.02
C 1.58 -4.21 -4.23
C 2.08 -3.47 -3.17
Sb 2.83 -0.27 2.39
C 4.39 -0.02 3.91
C 5.51 -0.85 3.93
C 6.50 -0.72 4.90
C 6.39 0.27 5.88
C 5.29 1.11 5.87
C 4.31 0.97 4.89
C 1.94 -1.80 3.99
C 1.54 -1.22 5.20
C 0.75 -1.90 6.12
C 0.33 -3.20 5.85
C 0.71 -3.80 4.66
C 1.50 -3.10 3.74
H 4.09 1.07 0.36
H 5.36 0.45 1.43
H 5.28 -1.76 0.28
H 5.65 -0.47 -0.85
H 4.07 -1.91 -1.93
H 3.19 -0.43 -1.55
H 3.88 -3.09 2.48
H 5.61 -4.68 3.19
H 6.40 -6.45 1.65
H 5.42 -6.62 -0.62
H 3.67 -5.03 -1.34
H 0.14 -4.72 -0.69
H -0.74 -6.03 -2.58
H 0.17 -5.70 -4.86
H 1.95 -4.02 -5.23
H 2.83 -2.71 -3.36
H 5.63 -1.61 3.17
H 7.36 -1.38 4.90
H 7.16 0.37 6.64
H 5.20 1.89 6.62
H 3.46 1.65 4.89
H 1.85 -0.21 5.43
H 0.45 -1.42 7.04
H -0.29 -3.74 6.56
H 0.39 -4.81 4.43
H 1.74 -3.59 2.80
O -2.29 -2.58 -1.96
C -1.40 -1.85 -1.60
O -1.17 -1.47 -0.37
C -0.36 -1.24 -2.57
O -0.37 -1.47 -3.76
O 0.52 -0.51 -1.93
```

Output
* frontier orbital gap (spin up / spin down): 0.170 / 0.235 Ha
* LUMO energy (spin up / spin down): 4.27 / 4.27 eV
* spin multiplicity: 3
* total charge: -2
* <S²>: 2.0115
* energy relative to the best compared isomer or geometry (same formula, charge and spin): 32.0 kcal/mol

These are the Löwdin partial charges, in e, on atoms 1 to 5: 0.6157, -0.0823, -0.2028, -0.1602, -0.1901

---

# 6
Computed, not measured: 7 unconnected molecules or ions with the total composition C5H23NO8 in a non-equilibrium geometry, with the ωB97M-V functional and the def2-TZVPD basis.

```
37
C5H23NO8 | OMol25 | the ωB97M-V functional and the def2-TZVPD basis
O -1.32 2.36 0.06
C -2.25 1.59 -0.24
O -3.28 1.80 -1.04
C -2.31 0.09 0.17
C -0.97 -0.65 0.53
C -0.27 -0.28 1.80
C -0.66 1.29 3.31
N 0.05 1.10 2.11
H -3.02 2.56 -1.68
H -2.85 -0.57 -0.61
H -2.97 0.04 1.18
H -1.00 -1.72 0.45
H -0.27 -0.52 -0.48
H -1.05 -0.68 2.68
H 0.80 -0.63 1.73
H -0.70 2.38 3.61
H -1.66 0.83 3.52
H -0.07 0.97 4.17
H -0.18 1.65 1.36
H 1.36 0.47 -1.97
H 1.96 -0.75 -1.51
O 1.09 -0.30 -1.50
H -2.31 -1.58 -3.16
H -0.90 -0.99 -2.83
O -1.84 -1.01 -2.74
H 3.23 -1.47 0.33
H 3.80 -2.10 -0.82
O 3.41 -1.35 -0.49
H 1.50 2.31 -3.14
H -0.18 2.29 -3.28
O 0.65 1.93 -2.95
H 0.82 -3.56 -1.68
H 1.33 -2.10 -1.77
O 1.38 -2.88 -2.28
H 3.37 0.31 2.16
H 2.13 -0.31 2.51
O 3.18 -0.53 2.51
```

Output
* frontier orbital gap (spin up / spin down): 0.410 / 0.218 Ha
* LUMO energy (spin up / spin down): -2.64 / -7.87 eV
* spin multiplicity: 2
* total charge: +1
* <S²>: 0.7541
* energy relative to the best compared isomer or geometry (same formula, charge and spin): 114.9 kcal/mol

These are the natural (NBO) partial charges, in e, on atoms 1 to 5: -0.6341, 0.8241, -0.6348, -0.5300, -0.5139